{"formula": "C36H31As2Cl4CrN4O10S3", "method": "wB97M-V/def2-TZVPD", "species": ["Cr", "S", "C", "N", "C", "C", "C", "C", "C", "C", "S", "H", "H", "H", "H", "C", "N", "C", "C", "N", "C", "S", "C", "C", "C", "C", "C", "N", "H", "H", "H", "H", "H", "H", "H", "H", "H", "Cl", "C", "C", "Cl", "C", "Cl", "C", "O", "C", "O", "C", "Cl", "C", "O", "C", "O", "C", "C", "As", "C", "C", "C", "As", "C", "C", "O", "O", "C", "C", "O", "O", "C", "C", "O", "O", "C", "H", "H", "H", "H", "H", "H", "H", "H", "H", "H", "H", "H", "H", "H", "H", "H", "H", "H"], "coordinates": [[1.7342, -2.3596, 1.6296], [2.7864, -4.4511, 0.8515], [3.4258, -3.2036, -0.1286], [2.9202, -2.0015, 0.0224], [3.5413, -1.0363, -0.7499], [3.2565, 0.3243, -0.7580], [3.9644, 1.1340, -1.6244], [4.9527, 0.6068, -2.4609], [5.2597, -0.7426, -2.4386], [4.5467, -1.5596, -1.5699], [4.7038, -3.2806, -1.3035], [2.4954, 0.7304, -0.1078], [3.7416, 2.1921, -1.6484], [5.4943, 1.2630, -3.1293], [6.0350, -1.1491, -3.0742], [-2.7077, -4.0093, -0.8899], [-2.4931, -3.8439, 0.5413], [-3.3960, -4.1644, 1.5310], [-2.8390, -3.8433, 2.7067], [-1.5764, -3.3001, 2.4384], [-1.3821, -3.3097, 1.0851], [-0.1065, -2.7471, 0.1469], [-0.7162, -2.8825, 3.4925], [-1.3180, -2.4720, 4.6737], [-0.5311, -2.2772, 5.7926], [0.8256, -2.5276, 5.7044], [1.3529, -2.8430, 4.4693], [0.6102, -2.9718, 3.3543], [-3.4941, -4.7466, -1.0291], [-1.7869, -4.3644, -1.3471], [-2.9944, -3.0560, -1.3305], [-4.3493, -4.6075, 1.3098], [-3.1906, -4.0046, 3.7062], [-2.3808, -2.2907, 4.7062], [-0.9785, -1.9415, 6.7181], [1.4823, -2.4302, 6.5558], [2.4181, -2.9495, 4.3220], [3.0158, 3.4910, 4.7156], [3.1341, 1.8765, 4.1133], [4.2725, 1.1237, 4.3532], [5.5922, 1.7896, 5.2433], [4.3494, -0.1880, 3.8724], [5.7324, -1.1773, 4.1688], [3.3019, -0.7340, 3.1463], [3.2996, -1.9788, 2.6929], [2.1493, 0.0393, 2.8716], [1.2053, -0.5510, 2.1456], [2.0723, 1.3270, 3.3836], [0.6279, 2.2451, 3.1290], [1.2928, -1.8200, -3.7304], [0.4678, -1.0205, -2.8738], [-0.8515, -1.1937, -3.0190], [-1.3466, -1.9295, -3.8401], [-1.6537, -0.4959, -1.9793], [-2.8708, 0.0141, -2.2865], [-2.7968, 1.3826, -3.7258], [-1.2925, 0.9357, -4.9013], [-1.6647, 2.5142, -2.5001], [-1.0062, 2.1575, -1.3932], [-0.6024, 0.3625, -0.5507], [-1.8068, 0.6212, 0.9693], [-0.2486, 3.1670, -0.5865], [0.9314, 3.0710, -0.3630], [-1.0462, 4.0850, -0.0353], [-0.3578, 5.0861, 0.7325], [-1.5595, 3.9301, -2.9714], [-0.5709, 4.6125, -2.9078], [-2.7119, 4.3407, -3.5328], [-2.7030, 5.6668, -4.0773], [-3.8696, -0.0028, -1.1655], [-3.9417, -1.0142, -0.5038], [-4.7480, 0.9663, -0.8605], [-4.9004, 2.2121, -1.5376], [2.3104, -1.6628, -3.3879], [1.1847, -1.4951, -4.7653], [1.0118, -2.8688, -3.6513], [-1.5449, 0.0827, -5.5262], [-0.3556, 0.7704, -4.3767], [-1.1871, 1.8231, -5.5286], [-2.7280, 1.1396, 0.7261], [-1.2304, 1.1960, 1.6896], [-2.0301, -0.3554, 1.3939], [-1.1116, 5.8222, 0.9944], [0.4316, 5.5362, 0.1342], [0.0759, 4.6401, 1.6265], [-3.5391, 5.7123, -4.7688], [-1.7638, 5.8636, -4.5885], [-2.8364, 6.3931, -3.2765], [-5.6891, 2.7277, -0.9959], [-5.2098, 2.0694, -2.5704], [-3.9899, 2.8097, -1.4918]], "lowdin_spin": [2.91, -0.02, 0.01, -0.01, 0.00, 0.00, 0.00, 0.00, 0.00, 0.00, 0.00, 0.00, 0.00, 0.00, 0.00, 0.00, 0.00, 0.00, 0.00, 0.00, 0.00, 0.00, 0.00, 0.00, 0.00, 0.00, 0.00, 0.00, 0.00, 0.00, 0.00, 0.00, 0.00, 0.00, 0.00, 0.00, 0.00, 0.00, 0.00, 0.00, 0.00, 0.00, 0.00, 0.00, 0.02, 0.00, 0.03, 0.00, 0.00, 0.00, 0.00, 0.00, 0.00, 0.00, 0.00, 0.00, 0.00, 0.00, 0.00, 0.00, 0.00, 0.00, 0.00, 0.00, 0.00, 0.00, 0.00, 0.00, 0.00, 0.00, 0.00, 0.00, 0.00, 0.00, 0.00, 0.00, 0.00, 0.00, 0.00, 0.00, 0.00, 0.00, 0.00, 0.00, 0.00, 0.00, 0.00, 0.00, 0.00, 0.00, 0.00], "gap_ev": [6.0445, 6.1528], "charge": 0, "multiplicity": 4}

---

{"formula": "C36H31Br2N7O4S4SeV", "method": "wB97M-V/def2-TZVPD", "species": ["V", "N", "C", "C", "C", "C", "C", "C", "S", "N", "C", "C", "C", "C", "C", "C", "N", "H", "H", "H", "H", "H", "H", "H", "H", "H", "Br", "C", "C", "C", "N", "C", "C", "C", "C", "C", "Br", "C", "C", "N", "H", "H", "H", "H", "H", "H", "C", "C", "S", "C", "C", "S", "C", "C", "S", "H", "H", "H", "H", "H", "H", "H", "H", "H", "H", "H", "H", "O", "C", "O", "C", "C", "C", "C", "C", "C", "N", "O", "O", "H", "H", "H", "H", "Se", "C", "N"], "coordinates": [[0.0650, -0.2201, -0.0468], [-2.5620, -2.1429, 2.4450], [-3.3301, -3.1683, 1.8682], [-4.5102, -3.5789, 2.4636], [-5.2428, -4.6139, 1.8996], [-4.8327, -5.1934, 0.7133], [-3.6651, -4.7631, 0.0986], [-2.9013, -3.7852, 0.7028], [-1.3312, -3.3386, 0.0094], [-1.0367, -1.7933, 0.6755], [-1.6118, -1.4434, 1.7762], [-1.0143, -0.2969, 2.4779], [-1.6777, 0.4416, 3.4468], [-0.9458, 1.3136, 4.2350], [0.4255, 1.3768, 4.0548], [0.9815, 0.6994, 2.9843], [0.2880, -0.1032, 2.1802], [-2.9484, -1.6981, 3.2599], [-4.8545, -3.0903, 3.3676], [-6.1403, -4.9581, 2.3947], [-5.4180, -5.9802, 0.2591], [-3.3415, -5.1893, -0.8408], [-2.7526, 0.3705, 3.5524], [-1.4380, 1.9232, 4.9802], [1.0442, 1.9891, 4.6938], [2.0405, 0.7859, 2.7761], [-2.8631, 1.1676, -5.7307], [-1.9875, 0.6659, -4.1366], [-2.2424, -0.5589, -3.5567], [-1.5455, -0.8845, -2.4046], [-0.6203, -0.0913, -1.8505], [-0.3944, 1.1168, -2.4218], [-1.0550, 1.5194, -3.5701], [0.6484, 1.8757, -1.7416], [1.0370, 3.1706, -2.0662], [2.0616, 3.7475, -1.3473], [2.5623, 5.5382, -1.6825], [2.7240, 3.0157, -0.3726], [2.2656, 1.7464, -0.1031], [1.2260, 1.1855, -0.7308], [-2.9864, -1.2352, -3.9502], [-1.6927, -1.8533, -1.9523], [-0.8538, 2.4825, -4.0155], [0.5170, 3.7314, -2.8287], [3.5275, 3.4532, 0.2001], [2.7368, 1.1462, 0.6606], [6.0258, -1.1884, -0.5920], [5.5552, -1.8015, 0.7228], [3.9665, -1.1383, 1.3359], [2.8654, -2.5807, 1.2497], [2.6445, -3.1025, -0.1583], [1.4574, -2.0825, -1.1056], [2.4472, -1.5162, -2.5300], [3.7046, -0.7153, -2.2065], [5.1799, -1.8012, -2.0873], [7.0693, -1.4617, -0.7551], [5.9463, -0.1018, -0.5831], [6.2896, -1.5730, 1.4963], [5.4626, -2.8833, 0.6377], [1.9236, -2.2218, 1.6713], [3.2716, -3.3605, 1.8951], [2.2163, -4.1050, -0.1117], [3.5615, -3.1340, -0.7385], [1.7374, -0.9094, -3.0943], [2.6967, -2.3998, -3.1174], [3.6007, -0.1761, -1.2696], [3.9059, -0.0068, -3.0105], [0.0326, 2.7882, 1.3376], [-1.0103, 2.4664, 0.7591], [-1.3145, 1.3044, 0.3077], [-2.0420, 3.5391, 0.5115], [-1.5973, 4.8281, 0.2312], [-2.4953, 5.8365, -0.0836], [-3.8546, 5.5737, -0.0686], [-4.2855, 4.2989, 0.2658], [-3.4013, 3.2694, 0.5380], [-5.7239, 4.0542, 0.3515], [-6.4571, 4.7727, -0.3046], [-6.0993, 3.1632, 1.0872], [-0.5346, 5.0299, 0.2685], [-2.1388, 6.8263, -0.3346], [-4.5929, 6.3289, -0.2947], [-3.7716, 2.2737, 0.7468], [-3.7784, -0.0856, -0.4402], [-4.5673, -1.5401, -1.1522], [-5.0081, -2.5080, -1.6224]], "nbo_charge": [1.08, -0.58, 0.21, -0.23, -0.19, -0.20, -0.16, -0.23, 0.48, -0.75, 0.48, 0.17, -0.19, -0.14, -0.23, 0.11, -0.49, 0.41, 0.21, 0.22, 0.22, 0.23, 0.23, 0.23, 0.23, 0.20, 0.10, -0.02, -0.24, 0.12, -0.58, 0.25, -0.27, 0.18, -0.26, -0.04, 0.10, -0.22, 0.08, -0.55, 0.26, 0.24, 0.23, 0.24, 0.23, 0.22, -0.53, -0.53, 0.17, -0.52, -0.55, 0.30, -0.52, -0.55, 0.18, 0.24, 0.22, 0.23, 0.23, 0.25, 0.23, 0.24, 0.25, 0.24, 0.23, 0.24, 0.23, -0.70, 0.75, -0.81, -0.07, -0.17, -0.22, -0.19, 0.03, -0.17, 0.53, -0.39, -0.36, 0.23, 0.22, 0.24, 0.27, -0.36, 0.02, -0.53], "gap_ev": [5.6961, 5.4070], "charge": 0, "multiplicity": 4}

---

> Look up the charge of the second one.

0